# 1
Here is a single C8H17ClO2S molecule from the OMol25 dataset. Energies are from the ωB97M-V functional and the def2-TZVPD basis.

Atoms and positions in Å:
C1 1.385 -1.437 -2.166
O1 1.390 1.128 -3.289
H1 -3.725 1.789 1.905
C2 2.463 -0.826 -1.194
H2 2.796 0.220 0.521
H3 -3.293 1.854 0.114
H4 -0.839 1.771 2.756
H5 -1.820 -0.406 0.641
H6 1.274 -1.708 1.251
S1 0.648 -0.092 -3.162
H7 -4.252 0.600 0.767
H8 3.195 -1.565 -0.740
C3 0.258 0.054 1.999
C4 -2.077 0.336 1.391
H9 0.583 -2.018 -1.773
H10 -0.568 1.839 1.020
C5 1.843 0.011 0.007
H11 1.929 -2.037 -3.002
C6 0.768 -0.745 0.819
H12 -2.502 -0.319 2.217
Cl1 -0.933 0.273 -1.880
C7 -0.817 1.067 1.829
O2 0.050 -0.697 -4.374
H13 1.089 0.648 2.535
H14 3.079 -0.162 -1.751
H15 -0.045 -1.086 0.168
C8 -3.381 1.223 1.045
H16 1.557 1.005 -0.359
H17 -0.056 -0.721 2.706

## Properties
LUMO level   0.014 hartree
SMILES   CCCCCCCCS(=O)(=O)Cl
Relative energy (zero: lowest compared OMol25 entry of this formula, charge and spin)   15.1 kcal/mol


# 2
Here is a gas-phase ion, C2H4NS (charge +1) from the OMol25 dataset. Energies are from the ωB97M-V functional and the def2-TZVPD basis.

Atoms and positions in Å:
S1 -0.729 2.681 -0.155
H1 0.079 -1.798 0.803
H2 1.079 -2.112 -0.467
C1 0.720 -0.218 -0.260
H3 -0.491 3.574 0.913
N1 0.211 -1.586 -0.164
C2 -0.311 1.181 0.132
H4 -0.557 -1.723 -0.801

## Properties
LUMO level (spin up / spin down)   -0.205 / -0.203 hartree
Charge   +1
SMILES   [NH3+]C#CS
Relative energy (zero: lowest compared OMol25 entry of this formula, charge and spin)   134.2 kcal/mol


# 3
Here is a molecular structure, C15H30N4O2PRhSbSe4 from the OMol25 dataset. Energies are from the ωB97M-V functional and the def2-TZVPD basis.

Atoms and positions in Å:
H1 -1.751 -0.993 -0.757
Rh1 -2.085 0.661 -1.739
H2 -1.527 -3.302 0.110
H3 1.367 -1.649 1.879
H4 2.037 3.297 2.203
N1 -3.477 -2.393 -4.494
C1 0.081 2.454 2.503
H5 1.057 -2.769 0.532
Se1 -4.260 0.708 -0.698
H6 -0.331 0.241 -3.871
H7 -2.678 -2.597 1.275
C2 -2.766 -1.413 -3.879
C3 1.372 3.064 3.038
P1 0.464 0.668 0.509
H8 -1.256 -2.520 -2.915
H9 3.182 -0.928 0.459
H10 1.067 -0.113 3.707
H11 1.347 2.153 -1.536
C4 -1.674 -2.527 0.866
H12 -0.405 -3.636 2.273
H13 -3.108 -3.324 -4.552
C5 2.286 1.774 -1.125
H14 -0.346 2.983 1.652
C6 1.494 0.652 3.049
C7 -0.591 -2.619 1.933
C8 -0.620 -0.446 -3.059
H15 4.693 0.498 -0.792
H16 1.435 1.880 4.829
N2 0.481 1.112 2.113
H17 0.290 -0.729 -2.514
H18 1.210 3.963 3.631
Se2 -3.415 2.654 -1.558
Sb1 -4.168 1.710 1.781
C9 -1.300 -1.688 -3.631
H19 -0.666 2.377 3.302
Se3 -6.556 1.647 2.381
C10 1.922 1.895 3.854
C11 2.790 -0.458 -0.446
C12 -1.412 -1.141 0.310
C13 3.891 0.040 -1.373
O1 -3.307 -0.367 -3.554
H20 2.165 -1.187 -0.975
H21 2.822 2.612 -0.657
H22 4.302 -0.762 -1.982
N3 0.038 -0.948 0.382
C14 0.603 -2.018 1.199
Se4 -3.013 0.182 3.352
H23 3.002 1.936 4.001
H24 -0.839 -2.033 -4.570
O2 -0.469 1.556 -0.211
H25 -1.931 -0.409 0.941
H26 3.831 1.810 -2.668
H27 -0.875 -1.991 2.781
H28 -4.477 -2.278 -4.543
C15 3.159 1.103 -2.184
N4 2.036 0.743 -0.115
H29 2.540 0.631 -2.949
H30 2.343 0.232 2.502

## Properties
LUMO level (spin up / spin down)   0.057 / 0.049 hartree
Charge   -1


# 4
Here is a single C4H6O2SSi molecule from the OMol25 dataset. Energies are from the ωB97M-V functional and the def2-TZVPD basis.

Atoms and positions in Å:
H1 2.432 -2.266 0.430
Si1 2.183 -0.820 -0.186
H2 1.593 0.317 -1.088
C1 -0.720 0.790 0.067
S1 -2.209 -1.322 -0.145
H3 -3.888 0.478 0.127
H4 4.331 -0.450 0.645
H5 -2.415 2.296 0.132
O1 3.752 0.020 0.058
H6 0.119 1.492 0.097
C2 -2.934 0.261 -0.089
C3 -1.996 1.256 0.053
O2 0.396 -1.415 -0.067
C4 -0.643 -0.637 -0.033

## Properties
LUMO level   -0.026 hartree
SMILES   O[SiH2]Oc1cccs1


# 5
Here is a molecular structure, C17H18N6O4Pb from the OMol25 dataset. Energies are from the ωB97M-V functional and the def2-TZVPD basis.

Atoms and positions in Å:
C1 -1.691 2.635 -1.551
C2 -0.138 2.866 -3.531
H1 3.747 2.578 0.419
C3 -0.713 -4.420 1.414
N1 -1.476 1.537 3.773
C4 -0.463 -2.114 0.438
N2 -1.365 0.926 1.078
C5 -0.328 1.482 1.698
H2 -2.601 2.610 -2.176
C6 -1.205 4.912 -2.555
C7 0.061 -3.503 0.720
N3 2.800 2.257 0.324
H3 0.602 3.492 -4.038
H4 -1.549 5.406 -1.644
H5 0.466 2.232 3.547
H6 -3.263 0.157 1.291
H7 1.940 -3.165 -0.262
H8 2.646 1.663 -1.730
O1 -1.701 -1.980 0.312
C8 1.027 -6.073 1.241
C9 -2.500 0.970 3.141
O2 3.532 -6.647 0.357
N4 1.982 2.249 1.395
C10 1.776 -5.148 0.535
C11 2.189 1.760 -0.756
C12 1.323 -3.871 0.273
C13 -0.389 1.785 3.050
H9 0.330 1.891 -3.342
C14 -2.446 0.654 1.796
H10 -2.055 4.839 -3.241
C15 -0.230 -5.695 1.684
N5 0.966 1.425 -0.427
O3 3.742 -4.742 -0.620
H11 -0.447 5.551 -3.023
N6 3.121 -5.544 0.049
H12 1.429 -7.058 1.431
H13 -1.705 -4.124 1.738
C16 -0.656 3.518 -2.247
H14 -0.966 2.699 -4.229
Pb1 -1.064 0.357 -1.290
H15 -0.839 -6.402 2.234
O4 0.402 -1.199 0.268
H16 -3.386 0.753 3.725
C17 0.885 1.735 0.900
H17 -1.986 3.088 -0.594
H18 0.198 3.657 -1.574

## Properties
LUMO level   -0.020 hartree
Relative energy (zero: lowest compared OMol25 entry of this formula, charge and spin)   9.2 kcal/mol


# 6
Here is a single C2H2ClNO2 molecule from the OMol25 dataset. Energies are from the ωB97M-V functional and the def2-TZVPD basis.

Atoms and positions in Å:
H1 -0.419 -1.944 -0.826
O1 1.319 0.921 1.074
O2 -0.335 2.203 0.505
C1 -0.349 0.027 -0.221
N1 0.272 1.180 0.553
Cl1 -1.604 0.561 -1.318
H2 1.010 -1.738 0.346
C2 0.105 -1.210 -0.113

## Properties
LUMO level   -0.019 hartree
SMILES   C=C(Cl)[N+](=O)[O-]
Relative energy (zero: lowest compared OMol25 entry of this formula, charge and spin)   89.5 kcal/mol


# 7
Here is 10 unconnected molecules or ions with the total composition C13H29Cl18N4O from the OMol25 dataset. Energies are from the ωB97M-V functional and the def2-TZVPD basis.

Atoms and positions in Å:
C1 2.109 8.032 -2.924
H1 2.545 8.373 -1.982
N1 0.279 -2.080 1.930
N2 1.151 -0.381 0.255
H2 -0.799 -0.947 4.432
C2 -0.506 -0.510 -5.457
C3 -1.450 -7.713 4.119
H3 -1.295 -0.359 -4.716
H4 0.452 6.401 -5.217
H5 -2.760 -1.180 -3.090
C4 0.981 -0.458 -1.247
H6 1.026 7.939 -2.817
Cl1 -1.655 7.465 -5.297
Cl2 3.443 -0.990 4.181
Cl3 2.785 6.450 -3.333
H7 0.503 0.540 -1.692
H8 1.697 3.824 -2.373
Cl4 2.643 2.564 4.018
H9 0.837 4.086 4.018
C5 -0.566 6.119 -4.938
H10 2.066 0.032 0.603
H11 -1.848 0.110 -2.372
H12 -4.408 -5.374 -0.344
Cl5 0.148 5.187 -1.224
H13 1.211 -2.238 2.385
Cl6 -0.501 -2.206 -5.955
Cl7 -1.643 1.198 4.945
C6 0.859 3.639 -1.696
H14 4.511 -3.054 4.604
Cl8 2.463 9.220 -4.185
H15 -2.482 -1.007 5.031
H16 -2.238 -7.562 4.860
H17 0.288 2.385 4.013
Cl9 -2.480 -6.734 -0.264
Cl10 0.797 3.165 1.843
Cl11 -0.908 -0.935 6.791
C7 -1.424 -1.778 -1.580
H18 0.002 -2.872 1.308
Cl12 0.103 -7.253 4.828
Cl13 -1.029 4.669 -5.837
C8 -1.500 -0.549 5.170
Cl14 2.968 -3.560 2.889
C9 0.227 -0.739 1.205
C10 1.009 3.092 3.597
H19 4.992 -2.353 3.032
H20 -0.424 1.079 1.990
N3 -2.376 -0.774 -2.195
O1 -1.917 -2.725 -0.746
H21 0.696 -2.823 -1.398
H22 -0.698 0.117 -6.332
N4 -0.884 0.212 1.631
H23 0.393 -1.826 -2.972
Cl15 1.046 -0.050 -4.748
H24 1.215 3.123 -0.801
H25 -1.641 -7.086 3.244
C11 -3.524 -5.422 0.296
C12 4.155 -2.538 3.709
H26 2.085 -0.487 -1.702
Cl16 -0.328 2.617 -2.515
Cl17 -4.036 -5.685 1.967
H27 -2.974 -4.480 0.237
C13 0.217 -1.804 -1.792
H28 -1.555 0.403 0.854
Cl18 -1.445 -9.409 3.621
H29 -0.609 5.903 -3.868

## Properties
LUMO level   -0.237 hartree
Charge   +1


# 8
Here is a single C4H8N2O2S molecule from the OMol25 dataset. Energies are from the ωB97M-V functional and the def2-TZVPD basis.

Atoms and positions in Å:
H1 0.997 -0.253 -1.535
H2 -1.003 3.226 1.295
H3 0.555 -0.934 2.089
S1 0.421 1.257 1.440
C1 -0.956 2.269 0.719
H4 -1.865 1.832 0.879
H5 2.123 -0.352 -0.228
N1 0.135 -1.232 0.128
H6 -1.103 -1.937 -1.514
H7 -0.924 2.428 -0.301
O1 -1.475 -0.711 1.556
O2 -3.235 -1.538 0.309
C2 -0.145 -0.483 1.403
N2 -2.063 -1.304 0.266
C3 1.300 -0.919 -0.673
C4 -1.076 -1.519 -0.545
H8 1.710 -1.840 -1.134

## Properties
LUMO level   0.023 hartree
SMILES   CS[C@H]1O[N+]([O-])=CN1C
Relative energy (zero: lowest compared OMol25 entry of this formula, charge and spin)   115.9 kcal/mol


# 9
Here is 2 unconnected molecules or ions with the total composition C18H12N3O3 from the OMol25 dataset. Energies are from the ωB97M-V functional and the def2-TZVPD basis.

Atoms and positions in Å:
C1 2.445 -0.823 3.674
C2 0.370 -1.778 2.133
H1 3.184 3.988 -5.676
C3 0.365 -0.439 2.522
N1 -2.817 -2.006 3.425
H2 -0.445 -2.151 1.538
H3 -0.164 3.763 0.717
H4 3.618 1.942 -4.387
C4 -2.045 0.177 2.332
O1 -0.722 3.962 -2.456
C5 -3.009 1.119 1.966
C6 2.644 2.663 -2.635
C7 1.949 3.705 -2.041
C8 0.110 3.809 -0.316
C9 2.871 3.925 -4.647
N2 -0.926 4.078 -1.235
C10 1.765 4.879 -2.761
H5 3.219 -2.809 3.588
C11 1.431 0.024 3.293
H6 -0.474 1.421 1.757
C12 -0.737 0.458 2.161
C13 3.098 2.769 -3.929
H7 1.434 1.052 3.611
C14 1.392 -2.620 2.504
H8 1.240 5.698 -2.299
H9 2.028 5.885 -4.622
C15 2.212 4.984 -4.058
O2 2.242 3.183 0.226
C16 -2.479 -1.013 2.926
H10 1.386 -3.650 2.188
N3 -3.804 1.914 1.669
H11 3.251 -0.456 4.289
H12 2.832 1.777 -2.055
O3 -2.037 4.421 -0.786
C17 1.449 3.551 -0.645
C18 2.428 -2.145 3.282

## Properties
LUMO level   0.051 hartree
Charge   -1
Relative energy (zero: lowest compared OMol25 entry of this formula, charge and spin)   0.0 kcal/mol


# 10
Here is a gas-phase ion, C8H11N4OS (charge +1) from the OMol25 dataset. Energies are from the ωB97M-V functional and the def2-TZVPD basis.

Atoms and positions in Å:
N1 2.531 -1.147 1.451
C1 -2.322 -0.783 0.509
C2 -1.207 1.853 -0.197
H1 -4.092 0.359 0.917
H2 0.464 0.802 -0.632
O1 -2.699 -1.876 0.783
C3 -0.813 -0.598 -0.110
C4 -2.966 0.436 0.734
H3 0.997 -2.129 -1.965
C5 -2.585 1.632 0.295
H4 -0.992 4.049 -0.398
H5 0.503 2.948 -0.793
N2 1.379 -1.972 -0.985
H6 -0.742 -2.726 0.037
H7 2.691 -0.632 2.316
C6 -0.292 -1.764 -0.299
H8 1.872 -2.788 -0.595
H9 2.249 -0.117 -1.576
N3 -0.449 0.622 -0.399
H10 1.482 -1.455 1.391
H11 -3.166 2.540 0.116
S1 3.651 0.968 0.465
N4 2.309 -0.808 -0.853
C7 -0.618 3.028 -0.530
C8 2.814 -0.440 0.318

## Properties
LUMO level   -0.162 hartree
Charge   +1
SMILES   C=c1ccc(=O)/c(=C/[NH2+]NC(N)=S)[nH]1
Relative energy (zero: lowest compared OMol25 entry of this formula, charge and spin)   50.2 kcal/mol


# 11
Here is 3 unconnected molecules or ions with the total composition C24H42F9NO13P2 from the OMol25 dataset. Energies are from the ωB97M-V functional and the def2-TZVPD basis.

Atoms and positions in Å:
H1 4.933 2.651 1.367
H2 -2.881 -3.735 0.910
C1 -2.891 -3.531 -0.164
H3 -10.002 -1.653 2.082
H4 -8.284 -4.069 0.504
F1 -0.653 0.614 -2.508
C2 -8.266 -3.569 -0.469
P1 -8.136 -0.978 0.225
F2 -2.822 2.123 -0.710
O1 -2.911 -4.749 -0.884
F3 -0.907 -0.675 0.088
C3 2.677 -0.874 0.310
H5 4.724 -1.822 -1.528
C4 5.736 4.860 0.175
F4 -1.159 2.924 -2.579
C5 1.205 -5.857 -0.388
H6 6.283 4.345 -0.751
H7 -8.759 -4.222 -1.194
C6 6.108 -0.379 0.512
H8 -1.639 -8.113 -0.508
O2 3.720 0.126 0.690
H9 -2.783 -8.584 -1.777
C7 1.051 2.384 -1.546
C8 3.446 6.980 0.924
C9 -5.880 0.316 0.734
H10 -2.016 -2.936 -0.439
H11 2.973 -0.554 -2.429
C10 -10.484 -0.924 1.429
N1 5.517 0.125 -0.808
O3 4.357 2.132 -0.714
H12 4.036 7.158 -0.073
H13 5.909 6.021 0.025
H14 1.668 1.083 -3.452
O4 -1.358 -5.868 0.384
H15 -11.230 -1.428 0.809
H16 1.310 3.961 1.215
C11 4.126 4.446 0.217
H17 -5.468 1.327 0.773
F5 -0.982 3.118 0.433
C12 -1.866 -8.023 -1.572
C13 1.629 5.087 1.226
H18 2.909 2.368 -2.863
H19 3.904 7.571 1.825
O5 2.452 -2.112 0.754
H20 6.260 4.576 1.191
H21 3.022 2.619 1.013
O6 -2.057 -6.681 -1.979
C14 2.932 0.357 -1.700
H22 5.448 -0.647 -2.841
O7 1.917 -0.130 -0.706
C15 -0.456 0.817 2.059
H23 1.111 3.520 -1.909
H24 3.737 5.212 2.333
C16 4.082 2.809 0.558
H25 7.451 1.390 1.046
P2 -1.357 -5.477 -1.103
O8 6.139 -1.703 0.829
F6 -2.751 0.392 1.143
H26 -10.995 -0.185 2.055
H27 7.598 -0.060 2.250
H28 -1.052 -8.462 -2.155
H29 1.105 -6.468 0.514
C17 -0.529 1.859 -1.705
O9 -7.288 0.395 0.850
F7 0.928 1.286 1.830
C18 5.609 -1.057 -1.738
O10 0.197 -6.205 -1.321
O11 -9.565 -0.247 0.591
H30 1.163 5.588 0.248
H31 1.192 5.580 2.221
H32 2.180 -6.067 -0.834
H33 -7.236 -3.395 -0.786
C19 4.129 0.677 -0.645
F8 -0.326 -0.575 2.633
H34 2.364 7.449 0.748
C20 6.818 0.611 1.647
H35 -5.472 -0.264 1.566
H36 -3.795 -2.966 -0.407
F9 -1.193 1.610 3.069
O12 -8.984 -2.350 -0.399
O13 -7.661 -1.793 1.439
H37 6.663 -1.601 -1.724
H38 3.734 4.551 -0.899
H39 1.393 2.409 -0.417
H40 6.049 1.077 2.398
C21 -1.381 1.897 -0.319
H41 -5.598 -0.146 -0.216
C22 -1.336 0.614 0.656
C23 3.247 5.354 1.262
H42 1.148 -4.796 -0.134
C24 2.123 1.561 -2.465

## Properties
LUMO level   -0.090 hartree
SMILES   CC(=O)N(C)[C@]1(OC[C@H](C)C(C)C)OC(=O)O[C@H]1CCC(F)(F)C(F)(F)C(F)(F)C(F)(F)F.COP(=O)(OC)OC.COP(=O)(OC)OC